{"formula": "C27H20Cl3O6P2S3Tc", "method": "wB97M-V/def2-TZVPD", "e_above_lowest_kcal_mol": 0.0, "charge": -1, "homo_lumo_gap_ev": [7.4, 6.7], "max_force_ev_per_a": 1.73, "total_energy_ev": -131462.6157, "e_homo_ev": [-5.0, -5.1], "spin_multiplicity": 4, "elements": ["Tc", "S", "P", "C", "P", "S", "C", "C", "C", "C", "C", "C", "C", "C", "C", "C", "C", "C", "C", "C", "C", "C", "C", "C", "C", "C", "C", "C", "C", "C", "H", "H", "H", "H", "H", "H", "H", "H", "H", "H", "H", "H", "H", "H", "H", "H", "H", "H", "H", "H", "O", "S", "O", "O", "O", "Cl", "C", "Cl", "Cl", "C", "O", "O"], "coordinates": [[-0.22454, -0.28726, -3.21939], [1.35867, 3.05174, -1.54983], [0.91716, 1.46583, -0.47185], [-0.02404, 0.15842, -1.24821], [-0.92996, -1.08806, -0.51149], [-1.91279, -1.75115, -2.17612], [-2.13447, -0.68313, 0.78289], [-1.74866, -0.55351, 2.11550], [-2.67999, -0.18604, 3.07419], [-4.00189, 0.03788, 2.71046], [-4.39110, -0.09282, 1.38604], [-3.45735, -0.44040, 0.41987], [-0.00305, -2.48692, 0.15923], [-0.67111, -3.53032, 0.80115], [0.04227, -4.63486, 1.23846], [1.41879, -4.69587, 1.03387], [2.07747, -3.66464, 0.38035], [1.36788, -2.55619, -0.06763], [-0.24898, 2.13558, 0.81219], [-1.53250, 2.49538, 0.39384], [-2.42345, 3.08892, 1.27305], [-2.04659, 3.34759, 2.58886], [-0.76841, 3.01885, 3.00851], [0.12411, 2.41485, 2.12580], [2.30222, 0.89819, 0.57615], [3.52211, 1.55364, 0.47247], [4.58393, 1.17848, 1.28627], [4.43619, 0.14221, 2.20094], [3.22024, -0.52151, 2.30013], [2.16060, -0.14008, 1.48940], [-0.72574, -0.74735, 2.40943], [-2.37353, -0.07309, 4.10710], [-4.72819, 0.31869, 3.46396], [-5.42180, 0.08536, 1.10283], [-3.74518, -0.53378, -0.62018], [-1.74359, -3.47246, 0.95189], [-0.47103, -5.44992, 1.73555], [1.97505, -5.55986, 1.37963], [3.14723, -3.71983, 0.21335], [1.86877, -1.75332, -0.60274], [-1.81987, 2.32396, -0.63860], [-3.41719, 3.35603, 0.93032], [-2.74457, 3.81321, 3.27727], [-0.45731, 3.23325, 4.02567], [1.12461, 2.18351, 2.46574], [3.62354, 2.34823, -0.25728], [5.53342, 1.69523, 1.20209], [5.26614, -0.14816, 2.83381], [3.09562, -1.33277, 3.00866], [1.21808, -0.66111, 1.57083], [2.89681, -0.09782, -1.91366], [2.43335, -0.40016, -3.25181], [3.48742, -0.66743, -4.18282], [1.46332, 0.69061, -3.76891], [1.40655, -1.55193, -3.17944], [0.39019, 1.96055, -6.44714], [-1.03088, 0.98774, -6.11451], [-0.52573, -0.71135, -5.69293], [-2.03840, 0.87944, -7.55842], [-1.83348, 1.64042, -4.90418], [-2.59607, 2.52166, -5.20222], [-1.59029, 1.16763, -3.72835]]}


{"formula": "C18H31N3O2S2", "method": "wB97M-V/def2-TZVPD", "e_above_lowest_kcal_mol": 0.0, "homo_lumo_gap_ev": 8.8, "max_force_ev_per_a": 1.12, "total_energy_ev": -49405.6711, "e_homo_ev": -8.3, "elements": ["C", "C", "C", "C", "C", "C", "C", "C", "N", "C", "S", "N", "C", "C", "C", "S", "O", "O", "N", "C", "C", "C", "C", "C", "C", "H", "H", "H", "H", "H", "H", "H", "H", "H", "H", "H", "H", "H", "H", "H", "H", "H", "H", "H", "H", "H", "H", "H", "H", "H", "H", "H", "H", "H", "H", "H"], "coordinates": [[-2.57879, -0.76596, -0.58030], [-3.28315, 0.16932, 0.39664], [-3.27151, -0.33085, 1.84379], [-1.88232, -0.60136, 2.42502], [-0.97388, 0.62451, 2.40401], [0.41396, 0.32383, 2.97069], [1.42398, 1.42865, 2.63866], [2.81234, 1.10501, 3.18337], [1.48558, 1.58485, 1.19960], [1.17013, 2.71089, 0.54592], [0.97871, 4.17793, 1.28535], [0.96710, 2.66272, -0.80871], [0.80605, 1.55985, -1.64521], [1.66617, 0.46402, -1.59433], [1.44665, -0.62261, -2.41663], [2.47664, -2.07188, -2.18696], [2.59313, -2.78288, -3.42163], [3.65985, -1.67833, -1.48203], [1.58566, -3.02976, -1.14008], [0.41462, -3.64389, -1.71133], [1.42297, -2.47935, 0.17880], [0.41192, -0.63991, -3.32803], [-0.41491, 0.46965, -3.41468], [-0.24759, 1.56431, -2.58020], [-1.17695, 2.73636, -2.66572], [-1.50473, -0.78065, -0.40648], [-2.96089, -1.77969, -0.47931], [-2.74224, -0.43656, -1.60412], [-2.82746, 1.15963, 0.34430], [-4.32554, 0.27876, 0.08884], [-3.85130, -1.25551, 1.89839], [-3.77622, 0.41133, 2.46642], [-1.99962, -0.94246, 3.45624], [-1.40731, -1.41293, 1.86911], [-1.43349, 1.43501, 2.97248], [-0.86896, 0.96803, 1.37359], [0.35654, 0.20880, 4.05331], [0.78165, -0.62027, 2.55679], [1.08249, 2.38562, 3.04643], [2.77635, 1.00662, 4.26437], [3.50589, 1.90227, 2.92999], [3.18102, 0.17316, 2.75912], [1.53175, 0.72314, 0.67515], [0.64422, 3.54979, -1.17335], [2.55072, 0.45607, -0.97682], [-0.44243, -2.95797, -1.74071], [0.14629, -4.52316, -1.12489], [0.67365, -3.95142, -2.72089], [0.61955, -1.72910, 0.21631], [1.18922, -3.28007, 0.88137], [2.37091, -2.02420, 0.45592], [0.28399, -1.49415, -3.97176], [-1.21796, 0.47847, -4.13668], [-2.00084, 2.51960, -3.33972], [-0.65508, 3.61646, -3.04344], [-1.58652, 2.98026, -1.68596]]}


{"formula": "C2H7N3S", "method": "wB97M-V/def2-TZVPD", "e_above_lowest_kcal_mol": 99.4, "homo_lumo_gap_ev": 9.4, "max_force_ev_per_a": 5.07, "total_energy_ev": -17488.6011, "e_homo_ev": -8.9, "elements": ["C", "N", "N", "C", "N", "S", "H", "H", "H", "H", "H", "H", "H"], "coordinates": [[1.16085, 2.17304, -0.49350], [0.56585, 0.98217, -0.05170], [0.14388, 1.08774, 1.31965], [-0.46931, 0.34522, -0.87880], [-0.73654, -0.86537, -0.85593], [-0.43919, -1.98460, 0.30692], [1.95708, 2.34732, 0.19084], [0.50774, 2.93180, -0.95216], [1.85736, 1.72757, -1.35176], [-0.74642, 1.70981, 1.28000], [0.01508, -0.07231, 1.54644], [-1.19890, 0.99532, -1.58739], [0.67356, -1.42727, 1.31307]]}


{"formula": "C29H47Br36Cl2N2O2", "method": "wB97M-V/def2-TZVPD", "charge": 1, "homo_lumo_gap_ev": 8.8, "max_force_ev_per_a": 4.50, "total_energy_ev": -2584465.0552, "e_homo_ev": -11.4, "elements": ["C", "C", "C", "C", "C", "C", "C", "C", "C", "Cl", "C", "C", "Cl", "N", "O", "C", "C", "N", "C", "C", "C", "O", "C", "H", "H", "H", "H", "H", "H", "H", "H", "H", "H", "H", "H", "H", "H", "H", "H", "H", "H", "H", "H", "H", "H", "H", "H", "H", "H", "H", "H", "H", "H", "H", "H", "H", "H", "H", "C", "Br", "Br", "Br", "H", "C", "Br", "Br", "Br", "H", "C", "Br", "Br", "Br", "H", "C", "Br", "Br", "Br", "H", "C", "Br", "Br", "Br", "H", "C", "Br", "Br", "Br", "H", "C", "Br", "Br", "Br", "H", "C", "Br", "Br", "Br", "H", "C", "Br", "Br", "Br", "H", "C", "Br", "Br", "Br", "H", "C", "Br", "Br", "Br", "H", "C", "Br", "Br", "Br", "H"], "coordinates": [[-2.43164, 0.16225, 0.93543], [-1.11259, -0.51277, 1.70673], [0.26669, 0.31983, 1.39978], [0.96796, 1.01436, 2.70702], [1.27737, -0.73138, 0.58035], [1.95973, -1.84932, 1.59465], [3.51736, -1.37228, 1.75198], [4.35208, -1.33636, 0.29862], [5.15370, -2.70266, -0.05874], [6.99637, -2.29341, -0.24804], [5.12767, -3.90171, 1.06689], [3.76966, -4.86571, 0.97560], [6.54315, -5.05998, 0.57772], [3.57831, -0.66539, -0.81574], [3.49316, -1.32081, -1.98001], [2.46868, -2.33748, -2.06891], [1.11169, -1.90040, -2.93406], [0.39993, -3.23592, -3.23572], [-0.49057, -3.65677, -2.08832], [-0.49614, -5.29752, -1.81038], [-0.50747, -5.51792, -0.15487], [0.74889, -5.93845, -2.28138], [2.29555, 0.03065, -0.41346], [-3.37880, -0.54266, 0.96638], [-2.18327, 0.46726, -0.18538], [-2.66555, 1.15386, 1.54791], [-1.27960, -0.60276, 2.88057], [-1.09096, -1.64062, 1.32052], [-0.00599, 1.15905, 0.61096], [1.68175, 0.32143, 3.32255], [0.07382, 1.30453, 3.44242], [1.51080, 2.03614, 2.46058], [0.53161, -1.36348, -0.10585], [1.42840, -1.77153, 2.65013], [1.79782, -2.90344, 1.11770], [3.46429, -0.22129, 2.07595], [4.11560, -1.87428, 2.62130], [5.23105, -0.57458, 0.59627], [4.89471, -3.23821, -1.06327], [5.38966, -3.56820, 2.15558], [3.20149, -4.73367, -0.06441], [4.07308, -5.99778, 1.12728], [3.05779, -4.52338, 1.85006], [4.18585, 0.17161, -1.09864], [2.14364, -2.83161, -1.03264], [2.92944, -3.24729, -2.69075], [0.40513, -1.17603, -2.30876], [1.48968, -1.43607, -3.93933], [-0.13438, -3.15085, -4.13430], [-1.60551, -3.38665, -2.40235], [-0.24703, -3.15972, -1.05787], [-1.48040, -5.80022, -2.25151], [-0.39553, -6.66810, 0.13443], [0.40582, -4.97743, 0.36629], [-1.51019, -5.16272, 0.34390], [1.32070, -6.12369, -1.47181], [2.61332, 1.05473, 0.11220], [1.73136, 0.37311, -1.40664], [-2.30990, 4.47023, -0.13607], [-3.82119, 3.32187, -0.56237], [-2.51594, 5.32311, 1.60007], [-0.61731, 3.52257, -0.28075], [-2.29421, 5.26901, -0.88489], [-5.58094, 5.36493, -3.61570], [-6.71684, 3.89359, -3.04184], [-5.23115, 6.61650, -2.16819], [-3.93596, 4.73122, -4.43810], [-6.13303, 5.91327, -4.38612], [-10.49487, 2.77100, -1.51216], [-10.71205, 1.24914, -2.70431], [-9.06320, 2.48496, -0.22665], [-10.26347, 4.43341, -2.49538], [-11.42408, 2.86430, -0.94042], [-14.26592, 1.69823, 0.72294], [-14.48310, 0.17637, -0.46921], [-12.83425, 1.41219, 2.00845], [-14.03451, 3.36064, -0.26028], [-15.19513, 1.79152, 1.29468], [6.60379, 2.74222, -1.74251], [8.06927, 3.92739, -1.26067], [6.87586, 0.94063, -1.06112], [4.88035, 3.46677, -1.20525], [6.59492, 2.67284, -2.83528], [-3.02043, 5.78651, 5.47734], [-4.02341, 6.30561, 7.06132], [-2.21497, 7.32181, 4.59522], [-1.70697, 4.40708, 5.87214], [-3.73771, 5.35283, 4.77274], [7.35538, 6.14620, 1.93416], [8.92706, 7.00332, 2.69549], [6.66734, 4.73969, 3.08844], [5.97882, 7.43985, 1.47001], [7.67234, 5.66799, 1.00149], [-5.92196, -0.37356, -1.31845], [-6.05136, 0.59208, 0.36537], [-7.11750, 0.35908, -2.66676], [-4.08692, -0.47427, -1.95590], [-6.24981, -1.40011, -1.12420], [-3.14899, -1.32932, -5.94936], [-1.68351, -0.14414, -5.46751], [-2.87692, -3.13090, -5.26796], [-4.87243, -0.60476, -5.41210], [-3.15786, -1.39870, -7.04212], [7.03397, -3.63772, 5.44437], [7.15455, -4.36861, 3.64557], [8.78983, -3.25816, 6.19067], [5.86508, -2.08460, 5.51774], [6.57932, -4.41014, 6.07341], [2.10127, 8.75105, 5.10993], [2.50620, 9.06114, 3.23261], [0.57576, 9.80147, 5.70446], [1.87263, 6.85872, 5.49809], [2.96839, 9.09290, 5.68463], [3.09685, -7.37629, -5.07353], [3.79154, -5.56242, -4.96523], [2.86096, -7.95222, -6.91654], [4.18327, -8.62934, -4.05696], [2.10390, -7.36635, -4.61204]]}


What did the second record say?
{"formula": "C18H31N3O2S2", "method": "wB97M-V/def2-TZVPD", "e_above_lowest_kcal_mol": 0.0, "homo_lumo_gap_ev": 8.8, "max_force_ev_per_a": 1.12, "total_energy_ev": -49405.6711, "e_homo_ev": -8.3, "elements": ["C", "C", "C", "C", "C", "C", "C", "C", "N", "C", "S", "N", "C", "C", "C", "S", "O", "O", "N", "C", "C", "C", "C", "C", "C", "H", "H", "H", "H", "H", "H", "H", "H", "H", "H", "H", "H", "H", "H", "H", "H", "H", "H", "H", "H", "H", "H", "H", "H", "H", "H", "H", "H", "H", "H", "H"], "coordinates": [[-2.57879, -0.76596, -0.58030], [-3.28315, 0.16932, 0.39664], [-3.27151, -0.33085, 1.84379], [-1.88232, -0.60136, 2.42502], [-0.97388, 0.62451, 2.40401], [0.41396, 0.32383, 2.97069], [1.42398, 1.42865, 2.63866], [2.81234, 1.10501, 3.18337], [1.48558, 1.58485, 1.19960], [1.17013, 2.71089, 0.54592], [0.97871, 4.17793, 1.28535], [0.96710, 2.66272, -0.80871], [0.80605, 1.55985, -1.64521], [1.66617, 0.46402, -1.59433], [1.44665, -0.62261, -2.41663], [2.47664, -2.07188, -2.18696], [2.59313, -2.78288, -3.42163], [3.65985, -1.67833, -1.48203], [1.58566, -3.02976, -1.14008], [0.41462, -3.64389, -1.71133], [1.42297, -2.47935, 0.17880], [0.41192, -0.63991, -3.32803], [-0.41491, 0.46965, -3.41468], [-0.24759, 1.56431, -2.58020], [-1.17695, 2.73636, -2.66572], [-1.50473, -0.78065, -0.40648], [-2.96089, -1.77969, -0.47931], [-2.74224, -0.43656, -1.60412], [-2.82746, 1.15963, 0.34430], [-4.32554, 0.27876, 0.08884], [-3.85130, -1.25551, 1.89839], [-3.77622, 0.41133, 2.46642], [-1.99962, -0.94246, 3.45624], [-1.40731, -1.41293, 1.86911], [-1.43349, 1.43501, 2.97248], [-0.86896, 0.96803, 1.37359], [0.35654, 0.20880, 4.05331], [0.78165, -0.62027, 2.55679], [1.08249, 2.38562, 3.04643], [2.77635, 1.00662, 4.26437], [3.50589, 1.90227, 2.92999], [3.18102, 0.17316, 2.75912], [1.53175, 0.72314, 0.67515], [0.64422, 3.54979, -1.17335], [2.55072, 0.45607, -0.97682], [-0.44243, -2.95797, -1.74071], [0.14629, -4.52316, -1.12489], [0.67365, -3.95142, -2.72089], [0.61955, -1.72910, 0.21631], [1.18922, -3.28007, 0.88137], [2.37091, -2.02420, 0.45592], [0.28399, -1.49415, -3.97176], [-1.21796, 0.47847, -4.13668], [-2.00084, 2.51960, -3.33972], [-0.65508, 3.61646, -3.04344], [-1.58652, 2.98026, -1.68596]]}